C7H11NO2 | the ωB97M-V functional and the def2-TZVPD basis

E_LUMO (Ha): 0.0086
Total charge: 0
SMILES string: O=[N+]([O-])CC1=CCCCC1
Total energy (a.u.): -478.452906
Gap between HOMO and LUMO (hartree): 0.355

Bonds (Å) are listed after each position.
Geometry (Å):
1 O -0.193 2.701 -2.245  N2 1.206
2 N -0.789 2.675 -1.197  O1 1.206, O3 1.250, C4 1.466
3 O -1.197 3.679 -0.575  N2 1.250
4 C -1.129 1.368 -0.628  N2 1.466, C5 1.514, H11 1.103, H12 1.069
5 C -0.041 0.739 0.217  C4 1.514, C6 1.396, C10 1.518
6 C -0.367 0.398 1.532  C5 1.396, C7 1.498, H13 1.094
7 C 0.589 -0.300 2.449  C6 1.498, C8 1.543, H14 1.095, H15 1.108
8 C 2.037 -0.311 1.912  C7 1.543, C9 1.528, H16 1.088, H17 1.109
9 C 2.039 -0.646 0.421  C8 1.528, C10 1.554, H18 1.100, H19 1.087
10 C 1.325 0.472 -0.389  C5 1.518, C9 1.554, H20 1.074, H21 1.112
11 H -2.062 1.455 -0.046  C4 1.103
12 H -1.391 0.714 -1.432  C4 1.069
13 H -1.385 0.539 1.908  C6 1.094
14 H 0.592 0.278 3.378  C7 1.095
15 H 0.210 -1.318 2.664  C7 1.108
16 H 2.520 0.647 2.094  C8 1.088
17 H 2.595 -1.062 2.508  C8 1.109
18 H 1.509 -1.596 0.266  C9 1.100
19 H 3.046 -0.824 0.053  C9 1.087
20 H 1.252 0.116 -1.400  C10 1.074
21 H 1.953 1.389 -0.377  C10 1.112